(1)
Below is C7H11N2O2Si as an isolated structure in a non-equilibrium geometry, with properties calculated with the ωB97M-V functional and the def2-TZVPD basis.

Each line ends with the natural charge from an NBO analysis.
CARTESIAN COORDINATES (ANGSTROEM)
1 Si 0.74814 -0.16059 -0.05374  1.6833
2 O -0.92696 -1.82593 -0.22582  -0.7699
3 O -3.21210 -2.13220 -0.21432  -0.7363
4 N -1.29294 2.02907 0.14927  -0.3190
5 N -2.61117 2.23622 0.03709  -0.3300
6 C 1.39571 -0.92980 -1.66586  -1.0976
7 C 1.24925 -1.15024 1.43547  -1.1012
8 C -3.10795 1.01072 -0.11785  -0.0561
9 C 1.98233 1.21072 0.32483  -1.1475
10 C -2.13727 -1.45841 -0.15734  0.7626
11 C -0.85958 0.78745 0.02055  -0.2621
12 C -2.18301 0.03081 -0.02599  -0.2291
13 H -4.18861 0.97127 -0.40252  0.2046
14 H 2.06291 -1.85550 1.26440  0.2220
15 H 2.90865 0.73675 0.67264  0.2196
16 H 1.61661 -2.00717 -1.26281  0.2389
17 H 0.51160 -1.84808 1.83662  0.2489
18 H -0.57016 2.85870 0.29879  0.3952
19 H 2.13528 1.70930 -0.66645  0.2108
20 H 0.81642 -1.09302 -2.54714  0.2414
21 H 1.55564 -0.47340 2.11787  0.2022
22 H 1.67728 2.01412 1.07441  0.2090
23 H 2.42993 -0.66079 -1.89211  0.2100

* total charge: -1
* HOMO energy: -5.0 eV
* max |F|: 0.1011 Eh/bohr
* orbital gap: 8.46 eV
* energy relative to the best compared isomer or geometry (same formula, charge and spin): 0.0 kcal per mole

(2)
Below is an isolated ion of composition C7H11N2O4 and charge -1 in a non-equilibrium geometry, with properties calculated with the ωB97M-V functional and the def2-TZVPD basis.

Each line ends with the natural charge from an NBO analysis.
CARTESIAN COORDINATES (ANGSTROEM)
1 O -2.66222 -0.40684 -0.92005  -0.7458
2 O 1.85864 1.94571 -0.00269  -0.6248
3 O -0.66481 1.56388 -1.46160  -0.7197
4 O -0.32429 0.41070 1.97204  -0.6597
5 N 0.79158 -0.02923 -0.39212  -0.4566
6 N -1.33718 -0.55471 -0.86149  -0.1583
7 C -2.35471 1.48317 0.94526  -0.8025
8 C -0.98617 0.91983 1.02615  0.5593
9 C 0.72979 -1.49802 -0.19443  -0.1911
10 C -0.45666 0.60534 -0.44997  0.4118
11 C -0.80055 -1.72117 -0.18644  -0.2454
12 C 1.91225 0.73454 -0.18306  0.6920
13 C 3.11945 -0.03978 0.08723  -0.6870
14 H -2.75238 1.70895 1.90769  0.2081
15 H -2.14604 2.26072 0.19363  0.2424
16 H -1.21324 -1.87669 0.79244  0.1682
17 H 3.06069 -0.36588 1.03257  0.2266
18 H -0.91679 -2.71451 -0.73386  0.1731
19 H 1.21641 -2.19085 -1.06941  0.1690
20 H -2.91845 0.66740 0.39776  0.3201
21 H 1.21661 -1.73368 0.71809  0.1961
22 H -1.54220 1.26894 -1.80903  0.4961
23 H 4.04471 0.49510 -0.15636  0.2240
24 H 3.12555 -0.93293 -0.65237  0.2039

* total charge: -1
* SMILES: CC(=O)N1CCN([O-])[C@@]1(O)C(C)=O
* HOMO energy: -2.6 eV
* max |F|: 0.1147 Eh/bohr
* orbital gap: 6.10 eV
* energy relative to the best compared isomer or geometry (same formula, charge and spin): 71.9 kcal per mole

(3)
Below is an isolated ion of composition C7H11N2S and charge +1 in a non-equilibrium geometry, with properties calculated with the ωB97M-V functional and the def2-TZVPD basis.

Each line ends with the natural charge from an NBO analysis.
CARTESIAN COORDINATES (ANGSTROEM)
1 S -1.15257 2.32723 0.36473  0.2706
2 N 0.96062 0.69429 -0.10442  -0.5096
3 N 3.24712 0.68951 -0.10361  -0.3552
4 C -0.34412 0.65099 0.55804  -0.1931
5 C -2.03478 -1.40024 0.92673  -0.6230
6 C 4.14252 1.41792 -0.54668  0.1052
7 C -2.33776 1.70933 -0.75898  -0.3591
8 C -2.31532 0.38297 -0.94563  -0.2492
9 C -1.45826 -0.49262 -0.14194  -0.1850
10 C 2.13285 0.71115 0.52253  0.3864
11 H 4.98130 1.00730 -1.08553  0.2170
12 H -0.19538 0.32962 1.62629  0.2332
13 H 3.93214 2.44496 -0.75207  0.1936
14 H 2.11384 0.71149 1.52436  0.2221
15 H 0.87048 0.87473 -1.10729  0.4351
16 H -2.88760 2.31478 -1.46671  0.2614
17 H -1.23363 -2.17675 1.03357  0.2278
18 H -2.17265 -0.72167 1.80693  0.2257
19 H -3.12687 -0.11012 -1.52114  0.2407
20 H -2.92928 -1.81554 0.48426  0.2410
21 H -0.77216 -1.09004 -0.94904  0.2145

* total charge: +1
* SMILES: C=N/C=[NH+]/[C@H]1SC=C[C@@H]1C
* HOMO energy: -11.8 eV
* max |F|: 0.0968 Eh/bohr
* orbital gap: 7.61 eV
* energy relative to the best compared isomer or geometry (same formula, charge and spin): 59.4 kcal per mole

(4)
Below is C7H11N2S as an isolated structure in a non-equilibrium geometry, with properties calculated with the ωB97M-V functional and the def2-TZVPD basis.

Each line ends with the natural charge from an NBO analysis.
CARTESIAN COORDINATES (ANGSTROEM)
1 S 0.44910 -2.26716 0.29703  0.6190
2 N 0.78445 0.40807 0.70661  -0.2848
3 N 1.29780 2.19678 1.75882  -0.4607
4 C 1.98650 0.21220 1.38390  -0.0569
5 C -2.07415 -1.79071 -0.43522  -0.4461
6 C -0.96833 -2.81530 -0.38441  -0.3927
7 C 2.35183 1.39951 1.97950  -0.0172
8 C 0.31558 1.60733 1.06293  0.1958
9 C 0.02962 -0.62637 0.16226  -0.1031
10 C -1.33653 -0.47730 -0.42169  -0.4460
11 H -0.55772 2.07391 0.71251  0.2457
12 H 0.43878 -0.97601 -2.65707  -0.0262
13 H -0.08707 -0.95290 -3.26280  0.0253
14 H 3.03994 1.69551 2.65430  0.2485
15 H 1.15276 3.18420 2.19142  0.4647
16 H -0.99908 -3.85330 -0.16698  0.2361
17 H -2.56529 -1.63329 0.45698  0.2311
18 H -2.72105 -1.91205 -1.30500  0.2580
19 H -1.17802 0.00549 -1.41482  0.2385
20 H -1.92378 0.28822 0.07894  0.2175
21 H 2.48844 -0.73636 1.21717  0.2534

* total charge: +1
* HOMO energy (alpha / beta): -11.2 / -11.0 eV
* max |F|: 0.0955 Eh/bohr
* orbital gap (alpha / beta): 6.89 / 7.34 eV
* energy relative to the best compared isomer or geometry (same formula, charge and spin): 86.3 kcal per mole

(5)
Below is C7H11N3O in the gas phase in a non-equilibrium geometry, with properties calculated with the ωB97M-V functional and the def2-TZVPD basis.

Each line ends with the natural charge from an NBO analysis.
CARTESIAN COORDINATES (ANGSTROEM)
1 O -1.84882 1.35515 1.50589  -0.5655
2 N -1.87207 0.83863 -1.02649  -0.8539
3 N -1.58721 -1.60931 -0.60181  -0.8293
4 N -2.03999 0.02580 1.09853  -0.3530
5 C 2.23608 1.10109 -0.47685  -0.1952
6 C 0.19595 -0.00132 0.01830  -0.0178
7 C -1.37604 -0.24715 -0.16259  0.3563
8 C 0.85495 1.06062 -0.59542  -0.2238
9 C 0.93058 -0.92986 0.77824  -0.2122
10 C 2.29772 -0.93407 0.71150  -0.1979
11 C 2.96540 0.13043 0.12712  -0.2184
12 H -2.57192 0.53411 -1.69851  0.3818
13 H -2.62765 -1.61524 -0.63152  0.3635
14 H 2.77740 -1.75592 1.15079  0.2147
15 H -1.47267 1.72129 0.67788  0.4710
16 H -1.62037 -0.68571 1.67287  0.3280
17 H 0.31312 -1.77327 1.14949  0.1946
18 H 0.29648 1.69607 -1.15033  0.1856
19 H -1.39111 -2.36578 0.01482  0.3728
20 H -1.20474 1.30188 -1.59258  0.3629
21 H 2.63406 1.94759 -0.99959  0.2112
22 H 4.11085 0.20499 0.03028  0.2246

* total charge: 0
* SMILES: NC(N)(NO)c1ccccc1
* HOMO energy: -8.5 eV
* max |F|: 0.0842 Eh/bohr
* orbital gap: 9.30 eV
* energy relative to the best compared isomer or geometry (same formula, charge and spin): 73.8 kcal per mole

(6)
Below is a 2-piece molecular cluster, C7H11N3O2 overall in a non-equilibrium geometry, with properties calculated with the ωB97M-V functional and the def2-TZVPD basis.

Each line ends with the natural charge from an NBO analysis.
CARTESIAN COORDINATES (ANGSTROEM)
1 O -2.43886 -0.54304 -1.86130  -0.4410
2 O -3.49949 -1.89611 -0.59335  -0.3813
3 N 2.03081 0.68934 -2.36191  -0.6338
4 N -2.61783 -1.11442 -0.79410  0.5221
5 N -0.64606 0.73829 1.68563  -0.7859
6 C -1.82056 -0.79395 0.28263  -0.2868
7 C -1.01398 1.39254 -0.55572  -0.7204
8 C 2.58017 -0.11071 1.37839  -0.4031
9 C 1.39679 -1.01344 -0.60856  -0.4882
10 C 1.83329 -1.04509 0.78165  -0.1813
11 C 1.66224 -0.16462 -1.55989  0.4646
12 C -1.25243 0.39809 0.52194  0.3134
13 H 1.35117 -1.79417 1.45981  0.2048
14 H 2.76908 -0.05350 2.38604  0.1967
15 H 0.62370 -1.75150 -0.86625  0.2627
16 H -1.38146 0.98031 -1.53966  0.2913
17 H -1.72470 -1.44923 1.11990  0.2011
18 H 1.46280 1.52156 -2.60101  0.3928
19 H -1.47318 2.34142 -0.25496  0.2246
20 H 0.09042 1.44623 -0.69858  0.2279
21 H 3.03374 0.65072 0.74827  0.1863
22 H -0.31357 1.63304 1.57744  0.4138
23 H -0.65210 -0.06172 2.35358  0.4198

* total charge: 0
* SMILES: C/C(N)=C\[N+](=O)[O-].C=CC=C=N
* HOMO energy: -8.4 eV
* max |F|: 0.0966 Eh/bohr
* orbital gap: 8.72 eV
* energy relative to the best compared isomer or geometry (same formula, charge and spin): 148.8 kcal per mole

(7)
Below is a 2-piece molecular cluster, C7H11N3O3 overall in a non-equilibrium geometry, with properties calculated with the ωB97M-V functional and the def2-TZVPD basis.

Each line ends with the natural charge from an NBO analysis.
CARTESIAN COORDINATES (ANGSTROEM)
1 O -0.21584 3.72820 0.71583  -0.6363
2 O 1.98023 -4.52608 1.22735  -0.5915
3 O 2.13543 -0.31486 -0.71376  -0.5747
4 N 0.09265 -3.40050 0.70656  -0.5927
5 N 2.15238 -2.57188 -0.05648  -0.6491
6 N -0.51499 2.09944 -0.74330  -0.6106
7 C -0.91600 2.78068 0.35920  0.6539
8 C -0.11707 -1.50101 -0.47910  -0.4401
9 C 0.46787 2.68607 -1.64758  -0.4404
10 C 1.43357 -1.33537 -0.47789  0.6620
11 C -0.65335 -2.47057 0.26627  0.0959
12 C -2.03893 2.23129 1.12144  -0.7007
13 C 1.48174 -3.51617 0.78044  0.7785
14 H -0.48334 -0.34836 -0.40283  0.2357
15 H 1.34724 2.02609 -1.66053  0.2227
16 H -1.71096 1.91136 2.10059  0.2429
17 H 0.71949 3.71757 -1.22199  0.2547
18 H -0.22981 -4.11521 1.32049  0.4204
19 H -2.83680 2.93593 1.08887  0.2443
20 H 3.08981 -2.74234 -0.00950  0.4183
21 H -2.43329 1.30800 0.72298  0.1989
22 H -1.74950 -2.63819 0.60391  0.2313
23 H -1.10716 1.23746 -0.93981  0.3837
24 H 0.10664 2.81846 -2.66116  0.1928

* total charge: 0
* SMILES: O=c1cc[nH]c(=O)[nH]1.CNC(C)=O
* HOMO energy: -9.4 eV
* max |F|: 0.1190 Eh/bohr
* orbital gap: 9.54 eV
* energy relative to the best compared isomer or geometry (same formula, charge and spin): 40.9 kcal per mole

(8)
Below is an isolated ion of composition C7H11N4 and charge +1 in a non-equilibrium geometry, with properties calculated with the ωB97M-V functional and the def2-TZVPD basis.

Each line ends with the natural charge from an NBO analysis.
CARTESIAN COORDINATES (ANGSTROEM)
1 N -4.20121 0.48928 0.13121  -0.7863
2 N -0.68903 0.08529 0.49932  -0.4345
3 N 1.70381 2.04541 -0.33727  -0.6513
4 N -1.83798 0.60080 -0.03122  -0.3783
5 C 0.30393 0.17475 -0.55134  -0.1849
6 C 2.55861 0.10148 0.75343  -0.3396
7 C 1.52599 0.79284 0.03286  0.4623
8 C -2.94743 0.13204 0.44180  0.2545
9 C 1.58820 -1.92926 -0.32674  -0.3204
10 C 0.59320 -1.24133 -0.92298  -0.0400
11 C 2.64086 -1.27137 0.36804  -0.0040
12 H 3.32808 0.79109 0.98428  0.2333
13 H 3.27017 -1.85875 1.03266  0.2467
14 H -0.16216 -1.77956 -1.51380  0.2435
15 H 0.99289 2.56713 -0.98161  0.4420
16 H -4.97237 -0.08423 0.26515  0.4141
17 H -2.84946 -0.53321 1.27648  0.1443
18 H 2.43007 2.57497 0.05260  0.4150
19 H 1.68820 -2.98984 -0.58254  0.2524
20 H -0.71620 -0.73423 1.13675  0.3816
21 H -0.04211 0.75868 -1.27248  0.2460
22 H -4.20607 1.30801 -0.45460  0.4036

* total charge: +1
* SMILES: N/C=N/N[C@@H]1C=CC=CC1=[NH2+]
* HOMO energy: -11.1 eV
* max |F|: 0.1185 Eh/bohr
* orbital gap: 5.91 eV
* energy relative to the best compared isomer or geometry (same formula, charge and spin): 95.1 kcal per mole